26
Properties=species:S:1:pos:R:3:forces:R:3:mulliken_charge:R:1 method="wB97M-V/def2-TZVPD" total_energy_ha=-1211.47657 multiplicity=3 total_charge=+4 gap_ev="5.3901 / 7.4434"
O -2.497075 -0.838707 1.430186 1.643 -3.490 -1.416 -0.54
Ce -4.395807 -0.558302 2.718477 0.194 -0.033 -0.075 2.05
C -1.857725 -1.903724 0.889868 -2.981 1.593 2.666 -0.38
H -0.901085 -2.287320 1.270876 0.253 0.933 -0.034 0.49
H -0.287759 -1.047095 -0.494073 3.041 3.610 -2.747 0.36
H -2.462948 -2.674123 0.394767 0.049 0.566 -0.570 0.39
O 0.329824 -0.197889 -1.002227 -1.788 -4.758 1.580 -0.41
C -0.319440 1.006620 -0.635817 -4.208 -0.629 2.837 0.27
C 0.603230 2.198687 -0.659702 0.139 0.616 0.257 -0.72
O 1.912725 1.726947 -0.339821 -0.499 -1.164 -0.072 -0.57
C 2.996688 2.643116 -0.476971 0.757 0.951 -0.184 -0.51
C 4.254971 1.836070 -0.260981 0.244 0.558 0.529 -0.37
O 4.159965 0.646796 -1.059795 -1.515 -0.375 -0.314 -0.22
C 5.387296 -0.083068 -1.154281 1.182 -0.541 -0.079 -0.67
Mg 2.285187 -0.045870 -1.254993 1.011 0.680 0.217 1.18
H -0.974235 0.618466 0.394520 2.402 2.217 -2.228 0.10
H -1.172852 1.205209 -1.299810 0.460 -0.054 -0.210 0.32
H 0.294399 2.974342 0.052880 -0.053 -0.222 -0.102 0.34
H 0.622891 2.665857 -1.657108 -0.068 -0.195 0.138 0.39
H 2.922409 3.442338 0.271508 0.004 -0.172 -0.169 0.34
H 2.975640 3.084632 -1.484514 -0.035 -0.060 0.195 0.38
H 4.367419 1.540577 0.791661 0.046 0.081 -0.221 0.40
H 5.131526 2.416817 -0.575021 -0.171 -0.122 0.079 0.42
H 5.181056 -1.009846 -1.696647 0.124 0.154 0.052 0.31
H 6.121421 0.515972 -1.706035 -0.169 -0.189 0.125 0.30
H 5.758853 -0.311542 -0.147274 -0.062 0.046 -0.254 0.35

25
Properties=species:S:1:pos:R:3:forces:R:3:mulliken_charge:R:1 method="wB97M-V/def2-TZVPD" total_energy_ha=-2073.52124 multiplicity=6 total_charge=+1 gap_ev="3.2435 / 3.2218" e_above_lowest_kcal_mol=0.0
Mn -18.398131 -16.603784 0.966324 -1.991 -1.253 -0.623 1.17
Cl -20.314711 -17.769128 0.416837 1.979 1.239 0.605 -0.21
C -20.227795 -23.532927 0.910525 -0.738 0.876 0.473 -0.76
O -19.615148 -23.085302 -0.269452 0.375 -0.056 0.051 -0.30
C -19.946052 -21.796959 -0.731777 -0.930 -1.083 -1.232 -0.60
C -18.731249 -21.012882 -1.189650 -1.332 2.211 0.263 -0.11
O -18.315784 -21.076982 -2.538110 0.221 -1.265 0.839 -0.39
C -17.833045 -22.382946 -2.855001 1.138 0.004 -1.018 -0.35
C -17.216201 -22.395498 -4.262403 -0.713 -0.459 -0.168 -0.67
O -18.139315 -22.646060 -5.312141 0.347 0.567 -0.171 -0.38
C -19.136594 -21.655148 -5.417908 -0.825 -0.088 0.367 -0.51
H -21.299378 -23.759575 0.827072 0.143 -0.457 -0.578 0.30
H -20.268837 -22.728030 1.661684 0.609 -0.129 0.130 0.32
H -19.665236 -24.388686 1.260280 -0.066 -0.087 0.145 0.24
H -20.606339 -21.238232 -0.056636 0.648 0.066 0.572 0.48
H -20.629011 -21.929156 -1.589167 0.274 0.103 -0.186 0.29
H -17.955000 -21.062410 -0.417402 0.435 -0.403 -0.379 0.33
H -19.133138 -19.986347 -1.158598 0.334 0.060 0.221 0.04
H -18.609774 -23.141890 -2.754678 -0.059 0.005 -0.005 0.31
H -16.971885 -22.663842 -2.233039 -0.335 0.174 0.527 0.42
H -16.510884 -23.222675 -4.340008 0.005 -0.033 0.186 0.36
H -16.649175 -21.474926 -4.434621 -0.135 0.192 0.037 0.32
H -19.711108 -21.779481 -6.335186 0.251 -0.320 -0.087 0.28
H -18.786311 -20.617604 -5.406528 0.425 -0.130 0.098 0.25
H -19.836590 -21.783830 -4.582658 -0.060 0.265 -0.070 0.15

37
Properties=species:S:1:pos:R:3:forces:R:3:mulliken_charge:R:1 method="wB97M-V/def2-TZVPD" total_energy_ha=-3082.39682 total_charge=-1 gap_ev=9.1396
C 4.276597 0.104865 -0.236349 0.256 -0.170 -0.138 -1.08
C 3.249075 -0.655221 -1.029680 -0.014 0.732 -0.223 0.60
O 3.158389 -1.855178 -1.030678 -0.142 -0.370 0.314 -0.57
N 2.341199 0.202713 -1.729506 -0.087 -0.725 -0.091 -0.35
C 1.002761 -0.400296 -1.930309 0.132 0.176 0.107 -0.28
C -0.105515 0.667895 -1.844370 0.051 -0.263 -0.081 -0.71
C -0.998986 0.524352 -0.595814 0.112 0.363 0.092 -0.44
C -2.456404 0.165872 -0.858551 -0.119 0.253 -0.115 -0.81
O -2.837184 -1.136001 -0.309358 0.007 -0.037 0.146 -0.21
S -2.669266 -2.439141 -1.160240 0.099 0.018 -0.302 0.46
O -3.045682 -2.189067 -2.530670 0.001 -0.037 0.163 -0.50
O -0.966789 -2.377401 -1.171331 -0.403 -0.089 -0.141 -0.07
P -0.023742 -3.593725 -1.665093 0.166 -0.211 0.211 0.27
S -0.092805 -4.218230 -3.471808 -0.070 0.003 -0.113 -0.37
H 5.026687 -0.580660 0.158449 -0.067 0.081 -0.013 0.35
H 4.752962 0.865106 -0.861478 -0.084 -0.004 0.074 0.33
H 3.765753 0.620098 0.581012 0.016 -0.030 -0.088 0.24
H 2.755065 0.394719 -2.638779 0.101 0.484 0.217 0.31
H 0.955547 -0.965353 -2.867702 -0.018 0.016 0.067 0.39
H 0.869238 -1.112771 -1.117147 0.065 0.290 -0.173 -0.02
H 0.383879 1.643935 -1.822540 -0.053 -0.054 -0.038 0.44
H -0.720002 0.637412 -2.751379 0.048 0.004 0.081 0.30
H -1.001268 1.471012 -0.052644 0.028 -0.059 -0.054 0.48
H -0.565667 -0.195714 0.101819 -0.129 0.111 -0.007 0.37
H -2.713315 0.167177 -1.921319 0.081 -0.043 0.080 0.38
H -3.124419 0.858392 -0.348758 0.013 -0.167 0.053 0.32
H 1.195957 -3.062826 -1.235376 -0.004 -0.151 -0.008 0.10
H -0.327955 -4.569247 -0.702783 0.014 -0.077 -0.003 0.06
N -0.850290 1.886137 4.393323 -0.308 0.056 -0.258 -0.42
S -1.934567 2.929434 4.914797 0.339 -0.132 -0.049 1.12
O -3.278325 2.573834 4.589978 -0.040 0.053 0.065 -0.59
O -1.539706 4.296692 4.814567 -0.054 0.024 0.076 -0.59
F -1.778191 2.573745 6.447622 -0.019 0.018 0.029 -0.26
S -0.592677 1.769172 2.854102 0.019 -0.024 0.223 1.22
O 0.199688 0.612178 2.578632 0.064 0.053 0.054 -0.62
O -0.275846 2.993990 2.186832 -0.036 -0.054 -0.115 -0.61
F -2.034198 1.392102 2.262529 0.033 -0.040 -0.038 -0.21

23
Properties=species:S:1:pos:R:3:forces:R:3:mulliken_charge:R:1 method="wB97M-V/def2-TZVPD" total_energy_ha=-809.97140 total_charge=+1 gap_ev=11.0443 e_above_lowest_kcal_mol=0.0
C -0.169705 2.049561 -2.875042 -0.020 -0.243 -0.231 -1.23
C -1.020922 0.795703 -2.706123 -0.054 0.624 0.099 -0.42
C -0.423083 -0.205226 -1.760355 0.226 0.183 -1.109 -0.60
O -1.006135 0.025023 -0.435940 -0.159 -0.170 0.319 -0.21
S -0.729132 -1.156123 0.581350 0.360 -0.323 -0.521 0.21
C -0.495773 -0.271324 2.170726 -0.482 -0.068 0.940 0.29
F -1.624680 -0.494086 2.903062 -0.305 -0.094 0.120 -0.28
C 0.717615 -0.734507 2.939800 0.512 0.147 -0.394 -0.53
C 1.926668 -1.158836 2.114820 -0.067 -0.015 0.516 -1.22
H 0.484390 1.925463 -3.723574 0.353 -0.025 -0.258 0.35
H -0.767854 2.919177 -3.081058 -0.256 0.368 0.043 0.35
H 0.458516 2.236445 -2.018439 0.090 0.207 0.425 0.34
H -2.016640 1.048260 -2.367893 -0.340 0.007 0.174 0.28
H -1.150919 0.334503 -3.669347 -0.084 -0.349 -0.384 0.39
H -0.614005 -1.206819 -2.122479 -0.225 -0.409 0.403 0.48
H 0.644281 -0.041164 -1.714314 0.366 -0.147 0.351 0.40
H -1.969804 -1.662979 0.778676 -0.084 0.294 0.283 0.27
H -0.474522 0.789338 1.956784 0.135 0.236 -0.681 0.33
H 0.433694 -1.487734 3.653734 -0.330 -0.499 0.076 0.38
H 1.021321 0.120438 3.522849 -0.002 0.321 0.385 0.28
H 2.628103 -1.619785 2.790405 0.315 -0.184 0.229 0.35
H 2.439800 -0.306765 1.702102 0.096 0.291 -0.468 0.35
H 1.708784 -1.898561 1.360255 -0.046 -0.154 -0.317 0.43

25
Properties=species:S:1:pos:R:3:forces:R:3:mulliken_charge:R:1 method="wB97M-V/def2-TZVPD" total_energy_ha=-996.36989 total_charge=+1 gap_ev=9.1996
C -1.293691 -0.135982 -1.624798 -0.470 2.519 -0.865 -0.92
C -0.449503 -1.197617 -0.930730 -1.476 -0.100 1.289 -0.81
C -0.811543 1.339029 -1.184712 0.999 -4.451 1.172 -0.34
C 0.433611 -0.495695 0.097805 -0.792 1.527 -2.480 0.81
C -2.327579 1.644337 0.723454 -2.070 2.792 0.023 -1.09
C 1.270281 -2.406349 1.424370 2.583 0.940 0.681 -0.78
N -1.674797 2.053259 -0.472429 -1.097 2.800 -0.140 -0.22
N 0.411493 0.822457 -0.157431 -1.300 -1.777 -1.276 -0.43
N 1.236085 -1.031373 0.956414 0.349 2.924 3.674 -0.06
I 1.684577 2.140025 0.469493 1.071 1.223 0.865 0.15
I 4.834170 -0.746821 -0.216958 -0.337 -2.483 -0.535 -0.05
H -1.318194 -0.094796 -2.790433 0.074 -0.675 2.231 0.33
H -2.308963 -0.161208 -1.218622 -0.006 -0.274 -0.583 0.32
H -1.084993 -2.019544 -0.522717 0.343 0.796 0.162 0.45
H 0.105500 -1.709410 -1.644422 1.705 -0.770 -1.149 0.51
H -0.354836 1.888655 -1.952774 0.790 0.697 -0.874 0.61
H -1.784512 2.003059 1.557562 0.431 0.573 1.138 0.37
H -3.402055 2.021361 0.782112 1.442 -0.171 -0.168 0.28
H -2.415522 0.654759 0.874547 -0.066 -3.748 -0.020 0.43
H 2.261992 -2.675137 1.043113 -0.323 -1.085 0.257 0.30
H 1.298456 -2.542800 2.550388 -0.554 0.453 -1.493 0.28
H 0.494340 -2.845545 0.894840 -1.284 -1.702 -0.413 0.30
H -1.436816 3.045149 -0.396185 -0.178 -0.471 -0.420 0.33
H 5.049095 0.713020 0.089491 0.364 2.441 0.518 0.08
H 1.583410 -0.262832 1.648629 -0.198 -1.979 -1.595 0.17

22
Properties=species:S:1:pos:R:3:forces:R:3:mulliken_charge:R:1 method="wB97M-V/def2-TZVPD" total_energy_ha=-345.78026 smiles="C=[NH+]C(=C)C[C@H](C)[NH3+]" total_charge=+2 gap_ev=9.1539 e_above_lowest_kcal_mol=67.0
C -0.564640 0.983066 3.001276 0.926 -0.384 1.616 -0.06
N -0.533652 0.269952 1.926699 0.513 0.558 -2.526 0.02
C 0.531405 0.299902 0.841440 1.866 2.801 2.140 0.55
C 1.589172 1.186722 0.839140 -3.826 -2.364 -0.626 -1.02
C 0.389741 -0.813096 -0.097135 -3.377 1.666 -1.544 -1.49
C 0.098509 -0.314600 -1.635792 3.168 -3.594 1.060 0.44
C -1.057589 0.565007 -1.823939 -2.164 4.193 0.459 -1.16
N -0.074591 -1.769637 -2.287259 -4.140 2.195 -0.087 -0.42
H -1.259035 0.741786 3.823300 -0.459 0.278 -0.959 0.30
H 0.241237 1.730822 3.397547 -1.104 -1.529 -1.570 0.22
H -1.319948 -0.307215 1.441240 1.049 1.102 2.584 0.33
H 2.141544 1.164548 -0.072653 0.962 0.073 -0.087 0.29
H 1.655697 1.984026 1.523042 0.412 0.785 0.668 0.30
H -0.440104 -1.453678 0.279557 0.256 0.160 -0.648 0.55
H 1.229046 -1.391347 -0.032148 2.371 -1.604 -0.239 0.61
H 1.132016 -0.031090 -2.023118 -1.700 0.243 0.159 0.44
H -1.661027 0.641255 -0.833700 0.948 -0.022 -1.645 0.22
H -0.695672 1.675241 -2.078008 -0.538 -2.339 0.899 0.31
H -1.872787 0.512420 -2.617123 1.378 -0.995 0.603 0.44
H -0.641603 -1.659654 -3.204983 2.516 -0.715 0.734 0.40
H -0.867272 -2.167609 -1.760842 0.332 -0.150 0.270 0.36
H 0.696032 -2.383729 -2.068133 0.610 -0.358 -1.260 0.35